(w)
Computed, not measured: a 2-piece molecular cluster, C5H9NO2 overall, with ωB97M-V/def2-TZVPD.

Cartesian coordinates (Å):
C  -1.7319  0.2692  -0.5891
C  -2.1241  -0.4149  0.6984
N  -1.0954  -1.1021  1.3015
O  -3.2450  -0.4219  1.1493
H  -2.5370  0.9216  -0.9154
H  -1.5400  -0.4803  -1.3566
H  -0.8330  0.8659  -0.4464
H  -1.3451  -1.6668  2.0994
H  -0.3316  -1.4889  0.7388
C  1.5873  2.2853  -0.5504
C  1.8441  1.1132  -0.5497
C  2.1994  -0.3011  -0.5574
O  1.3994  -1.0936  0.2880
H  1.3414  3.3020  -0.6649
H  3.2625  -0.3979  -0.2945
H  2.0634  -0.7045  -1.5689
H  1.0857  -0.6852  1.2179

Output
E_LUMO ... 0.64 eV
SMILES ... CC(N)=O.C#CCO
Frontier orbital gap ... 10.3 eV



(x)
Computed, not measured: one molecule with the formula C5H9NO2, with ωB97M-V/def2-TZVPD.

Cartesian coordinates (Å):
C  1.6156  -0.2830  -1.2536
C  -1.0568  1.8318  0.7163
C  -0.8744  -0.7106  -0.2399
C  0.7125  -0.0981  -0.0727
C  -0.5375  0.6432  0.0372
N  -1.2968  -1.7047  0.6642
O  1.3518  -0.0860  1.1880
O  -1.2481  -0.6729  -1.4985
H  2.2417  0.2815  1.0935
H  -0.6159  -2.4315  0.8412
H  -2.1850  -2.1402  0.4521
H  2.2353  -1.1705  -1.1027
H  1.0279  -0.4112  -2.1599
H  2.2771  0.5825  -1.3767
H  -0.4259  2.7118  0.5823
H  -2.0640  2.0397  0.3427
H  -1.1575  1.6183  1.7865

Output
E_LUMO ... -0.49 eV
Frontier orbital gap ... 7.2 eV



(y)
Computed, not measured: one molecule with the formula C5H9NO2, with ωB97M-V/def2-TZVPD.

Cartesian coordinates (Å):
O  -1.6066  1.2513  1.5418
C  -1.2564  0.1790  0.4762
C  -0.2844  0.9432  -0.6168
C  0.6039  -0.0047  -1.6363
O  0.5566  -1.1817  -1.2654
C  0.7721  -1.6184  0.0338
C  0.2242  -0.4994  0.9235
N  0.7883  0.8259  0.5574
H  -0.6888  1.8039  1.4416
H  -2.1460  -0.3973  -0.0671
H  -0.6677  1.8926  -0.6454
H  1.6111  0.8301  -1.6718
H  0.1364  -0.1712  -2.5903
H  2.0082  -1.7055  0.1936
H  0.1210  -2.4707  0.0411
H  0.4015  -0.7865  2.0682
H  1.7493  0.6675  0.0350

Output
E_LUMO ... 0.79 eV
SMILES ... O[C@H]1[C@@H]2COC[C@H]1N2
Frontier orbital gap ... 9.9 eV



Here are the energies relative to the best structure, in kcal/mol: (w) 0.0; (x) 56.4; (y) 99.3.



(w)
Computed, not measured: one molecule with the formula C4H6OS3, with ωB97M-V/def2-TZVPD.

Cartesian coordinates (Å):
O  -1.0493  -1.4580  -1.0465
C  -1.1359  -0.3455  -0.1916
C  -1.2587  1.1707  -0.6086
S  -1.7524  1.8078  -2.0067
S  -0.4391  1.8015  0.9408
C  0.0139  -0.0634  0.7676
C  1.3399  -0.3543  0.2082
S  3.0118  0.0645  0.7371
H  -2.0910  -1.7527  -1.4445
H  -1.9037  -0.3741  0.5897
H  -0.0447  -0.4235  1.8306
H  1.2305  -0.0952  -0.8098
H  1.3048  -1.4811  0.2636
H  2.7738  1.5032  0.7703

Output
E_LUMO ... -0.34 eV
SMILES ... O[C@@H]1C(=S)S[C@@H]1CS
Frontier orbital gap ... 8.6 eV



(x)
Computed, not measured: one molecule with the formula C4H6OS3, with ωB97M-V/def2-TZVPD.

Cartesian coordinates (Å):
O  -2.3912  0.0044  0.8193
C  -1.7813  -0.5233  -0.1104
C  -0.2680  -0.4756  -0.3431
S  0.2806  -1.7900  -1.4966
C  0.2968  0.9334  -0.3155
S  -0.6038  2.4513  -0.4454
C  0.4447  0.0581  0.8811
S  2.0099  -0.6469  1.3468
H  -2.3859  -1.1382  -0.7496
H  0.4768  -2.7267  -0.5869
H  1.2673  0.9967  -0.7751
H  -1.3754  2.2068  0.6183
H  -0.3378  0.0768  1.6790
H  2.3447  0.3638  2.1103

Output
E_LUMO ... 0.49 eV
SMILES ... O=CC1(S)[C@@H](S)[C@@H]1S
Frontier orbital gap ... 9.6 eV



Here are the energies relative to the best structure, in kcal/mol: (w) 24.0; (x) 0.0.



(w)
Computed, not measured: one molecule with the formula CH2O2S, with ωB97M-V/def2-TZVPD.

Cartesian coordinates (Å):
O  1.5799  -0.3059  0.4911
C  0.5179  -0.0081  0.1142
O  0.0112  0.2161  -1.1338
S  -0.6801  -0.5926  1.2968
H  0.6229  0.3468  -1.7418
H  -2.0518  0.3437  0.9735

Output
E_LUMO ... 0.16 eV
SMILES ... O=C(O)S
Frontier orbital gap ... 10.1 eV



(x)
Computed, not measured: one molecule with the formula CH2O2S, with ωB97M-V/def2-TZVPD.

Cartesian coordinates (Å):
C  -0.4757  -0.0555  -1.4760
O  0.7265  0.6304  -0.9599
O  0.0735  0.3277  1.7922
S  -0.5042  0.6470  0.1631
H  -0.4552  -1.1140  -1.1825
H  0.6350  -0.4356  1.6630

Output
E_LUMO ... -0.86 eV
Frontier orbital gap ... 8.2 eV



Here are the energies relative to the best structure, in kcal/mol: (w) 0.0; (x) 95.6.



(w)
Computed, not measured: one molecule with the formula C2H7N3OS, with ωB97M-V/def2-TZVPD.

Cartesian coordinates (Å):
C  0.8471  -0.7223  1.1690
N  -0.0850  0.1917  0.9127
C  -0.3145  0.5882  -0.2946
N  -1.0669  1.6541  -0.5874
O  -1.5913  2.1019  0.7518
N  0.0299  -0.0570  -1.5185
S  0.3710  -1.7115  -1.7380
H  1.2490  -0.4910  2.0785
H  0.4584  -1.7446  1.2905
H  1.7242  -0.8461  0.5813
H  -1.9299  1.2843  -1.0999
H  -1.6822  1.3147  1.4072
H  0.4557  0.5068  -2.2227
H  1.5344  -2.0691  -0.7299

Output
E_LUMO ... 0.49 eV
SMILES ... C/N=C(/NO)NS
Frontier orbital gap ... 9.8 eV



(x)
Computed, not measured: one molecule with the formula C2H7N3OS, with ωB97M-V/def2-TZVPD.

Cartesian coordinates (Å):
H  2.5040  -1.2302  -0.1573
N  2.2393  -0.3313  -0.5781
C  1.0119  -0.0987  -0.3512
N  0.3768  1.1028  -0.7185
S  1.2416  2.3729  -1.3935
N  0.0783  -0.9498  0.3139
O  -1.2692  -0.7390  0.1398
C  -1.8544  -0.3166  1.3378
H  -0.5866  1.0230  -1.0123
H  1.7885  1.7947  -2.4776
H  0.2753  -1.9078  0.0258
H  -1.6924  -1.1610  2.0354
H  -2.8739  -0.0433  1.0333
H  -1.2391  0.4841  1.8025

Output
E_LUMO ... 0.74 eV
SMILES ... [H]/N=C(/NS)NOC
Frontier orbital gap ... 9.8 eV



(y)
Computed, not measured: one molecule with the formula C2H7N3OS, with ωB97M-V/def2-TZVPD.

Cartesian coordinates (Å):
H  0.8045  -2.4470  -1.4565
N  0.7026  -2.2307  -0.4760
C  0.3712  -1.0162  -0.3721
N  0.0093  -0.0845  -1.3086
S  0.1448  -0.2176  -2.9673
N  0.2396  -0.4583  0.9634
O  0.2177  0.9496  1.0073
C  -0.9748  1.3083  1.6624
H  -0.0588  0.8810  -0.9816
H  1.5022  -0.3141  -3.0320
H  1.0189  -0.7018  1.5542
H  -1.7853  0.6145  1.4981
H  -1.3250  2.2561  1.1937
H  -0.8668  1.4606  2.7150

Output
E_LUMO ... 0.70 eV
SMILES ... [H]/N=C(\NS)NOC
Frontier orbital gap ... 10.0 eV



Here are the energies relative to the best structure, in kcal/mol: (w) 41.0; (x) 2.2; (y) 0.0.



(w)
Computed, not measured: one molecule with the formula C2H7N3OS, with ωB97M-V/def2-TZVPD.

Cartesian coordinates (Å):
C  0.1449  1.8193  -0.0082
N  0.9017  0.6172  -0.4418
C  0.2934  -0.5006  -0.0077
N  1.1816  -1.6795  0.2660
O  2.4150  -1.2047  -0.4505
N  -1.0436  -0.6719  0.5259
S  -2.4357  -0.8688  -0.4467
H  0.9629  2.6429  -0.0156
H  -1.0927  1.8941  -0.4966
H  0.1325  1.3682  1.2059
H  0.6758  -2.3193  -0.4656
H  1.8495  -0.3736  -1.0315
H  -1.1393  -1.3056  1.4884
H  -2.8461  0.5823  -0.1223

Output
E_LUMO ... 0.07 eV
SMILES ... C/N=C(/NO)NS
Frontier orbital gap ... 9.9 eV



(x)
Computed, not measured: one molecule with the formula C2H7N3OS, with ωB97M-V/def2-TZVPD.

Cartesian coordinates (Å):
C  2.0698  0.0647  1.2677
N  1.3362  -0.6977  0.2214
C  -0.0031  -0.6817  0.0969
N  -0.6208  -1.8143  -0.0861
O  -2.0118  -1.6410  -0.1569
N  -0.6504  0.5947  0.0858
S  -0.1163  1.9052  -0.8158
H  3.2189  -0.0400  1.1418
H  1.7939  -0.1745  2.3198
H  1.8563  1.1219  1.2125
H  1.6635  -1.6750  0.1482
H  -2.4022  -2.4665  -0.3587
H  -1.6536  0.4787  -0.0541
H  0.6224  2.5226  0.1636

Output
E_LUMO ... 0.81 eV
SMILES ... CN/C(=N/O)NS
Frontier orbital gap ... 9.0 eV



Here are the energies relative to the best structure, in kcal/mol: (w) 105.1; (x) 0.0.